# 1
A cluster of 4 separate species, C14H18F6N2O4 in total at a distorted geometry. Source: OMol25; level of theory: wB97M-V/def2-TZVPD.

Structure (XYZ):
```
44
Properties=species:S:1:pos:R:3:forces:R:3:mulliken_charge:R:1
N 2.0945 -0.5473 3.6647 -0.855 -1.208 0.562 -0.0446
C 1.8187 -1.8284 3.1742 -0.125 0.483 -1.038 -0.6508
C 0.8328 -2.4189 3.9505 0.434 -0.376 -0.027 -0.1076
C 0.5088 -1.5131 4.9963 1.163 0.367 0.316 -0.3775
C 1.3550 -0.4109 4.8243 -1.261 0.770 -0.049 -0.7066
H 2.4943 0.2375 3.1327 -0.162 -0.857 0.626 0.3223
H 2.3129 -2.1386 2.2417 -0.396 -0.034 0.683 0.4333
H 0.4085 -3.4384 3.9099 0.538 0.802 -0.392 0.3882
H -0.1492 -1.7747 5.8445 0.527 0.603 -0.658 0.3744
H 1.3287 0.5583 5.3268 0.166 -0.493 -0.049 0.3565
C -0.7346 0.5623 2.2243 0.394 0.286 0.322 -0.0144
C 0.1529 1.7474 2.2290 -0.848 -0.273 -0.216 0.2576
N 0.8396 2.6567 2.0860 0.180 -0.062 0.237 -0.4818
H -1.8062 0.7898 2.2821 0.412 0.313 0.066 0.3501
H -0.4605 -0.0968 3.0636 -0.118 0.093 -0.453 -0.0152
H -0.5474 0.0989 1.2621 -0.064 -0.458 -0.034 -0.0655
C -0.1971 1.5780 -2.6209 0.220 0.340 0.713 -0.7633
C -1.1816 2.5738 -3.2111 0.490 0.148 0.469 -0.5282
O -2.4832 2.6443 -2.5202 0.635 0.026 -0.450 -0.3118
C -2.6112 3.6436 -1.6461 1.335 -0.339 -0.898 0.4003
O -1.7050 4.3511 -1.3128 -0.634 0.168 0.537 -0.5153
C -4.0911 3.8725 -1.3225 0.543 0.166 0.536 0.8405
F -4.1828 4.5540 -0.1687 -0.368 -0.486 -0.367 -0.2356
F -4.5865 4.5969 -2.3048 -0.396 1.051 -0.643 -0.2449
F -4.8158 2.7651 -1.3016 -0.012 -0.438 0.734 -0.2382
H -0.6444 0.5940 -2.4609 0.098 0.019 -0.398 0.2312
H 0.2662 1.8555 -1.6663 -0.358 0.341 -0.064 0.3066
H 0.6339 1.5643 -3.3329 -0.108 -0.449 -0.027 0.3419
H -1.3775 2.1908 -4.1881 -0.786 -0.105 -0.646 0.3516
H -0.7066 3.5672 -3.3556 -0.648 -0.457 0.531 0.3653
C 2.2199 -1.3214 -3.1609 1.008 -1.411 -0.482 -1.2823
C 2.2323 -1.3173 -1.6685 -2.226 0.860 0.360 0.0765
O 1.7974 -2.5765 -1.0951 -2.148 -0.182 0.003 -0.3527
C 0.4133 -2.6796 -1.0626 1.422 0.132 0.041 0.3091
O -0.3746 -1.8763 -1.4306 -0.243 0.806 -0.431 -0.4417
C -0.0691 -3.9836 -0.4364 -0.818 -1.539 -0.632 0.8527
F -1.3769 -3.9827 -0.0363 1.639 0.807 0.111 -0.2451
F -0.0140 -5.0111 -1.3021 0.184 0.214 -0.677 -0.2702
F 0.7602 -4.2962 0.5227 0.086 -0.188 1.639 -0.2284
H 2.9312 -0.5460 -3.4572 -0.540 0.168 -0.450 0.3945
H 1.2407 -1.3195 -3.6690 0.492 0.378 0.429 0.2655
H 2.7298 -2.2764 -3.4132 -0.301 0.457 -0.314 0.3908
H 1.5406 -0.5416 -1.2849 0.456 -0.250 -0.055 0.0440
H 3.2031 -1.1067 -1.3063 0.993 -0.195 0.535 0.4687
```
Positions in Å, forces in eV/Å.

Summary:
Spin multiplicity: 1
SMILES: CCOC(=O)C(F)(F)F.CCOC(=O)C(F)(F)F.c1cc[nH]c1.CC#N
LUMO level (hartree): 0.01728
Total energy (Eh): -1553.91789
Frontier orbital gap (eV): 9.09

=====

# 2
A cluster of 2 separate species, C7H17NO in total at a distorted geometry. Source: OMol25; level of theory: wB97M-V/def2-TZVPD.

Structure (XYZ):
```
26
Properties=species:S:1:pos:R:3:forces:R:3:mulliken_charge:R:1
C 1.5493 -2.2040 0.8121 -1.375 1.203 0.531 -1.5615
C 0.5188 -1.1531 0.2926 1.230 -0.282 -0.394 0.3476
C 1.2389 0.2206 0.1726 0.659 -1.164 -2.300 -1.1087
C 0.3827 1.3688 -0.3528 0.377 -1.459 1.500 0.6785
C -0.7754 1.1022 -0.9812 0.493 1.898 0.283 -0.3078
C -1.8533 2.1688 -1.1415 0.916 -0.402 0.166 -1.2974
C 0.8537 2.7089 0.1293 -0.293 0.669 -0.008 -1.2831
N -0.6762 -1.2272 1.1031 0.689 -0.835 -0.445 -0.4361
H 2.1176 -1.6808 1.5843 0.201 -0.522 0.190 0.3676
H 2.2021 -2.5627 0.0458 0.434 -0.180 -0.441 0.3637
H 0.9452 -3.0100 1.2300 0.448 -0.203 0.084 0.4032
H 0.3032 -1.4685 -0.7447 -0.390 0.203 0.396 0.2152
H 2.0033 -0.0180 -0.6065 -0.207 0.248 0.150 0.3123
H 1.9254 0.4336 0.9955 -0.754 0.375 0.505 0.3896
H -0.9780 0.1399 -1.4279 -0.046 -0.228 0.343 0.5351
H -2.8014 1.6228 -1.0766 -0.089 0.726 -0.350 0.3453
H -1.7612 2.9257 -0.3499 -0.341 -0.465 0.027 0.2889
H -1.6871 2.7587 -2.0425 -0.589 -0.278 -0.403 0.2949
H 1.5444 2.7453 0.9814 -0.386 -0.733 0.063 0.3399
H 1.4546 3.2183 -0.6303 -0.476 0.144 -0.297 0.2603
H -0.0248 3.2965 0.4084 0.333 0.417 -0.188 0.3424
H -1.4559 -0.7374 0.6968 -0.036 0.394 0.672 0.3032
H -0.4434 -1.1054 2.0766 -0.598 0.488 0.053 0.1856
H -1.3105 -3.1537 0.3647 -0.502 0.156 -0.317 0.3744
H -1.4069 -2.9842 -1.1371 -0.097 -0.097 -0.048 0.3149
O -1.8650 -3.4053 -0.4024 0.401 -0.077 0.230 -0.6680
```
Positions in Å, forces in eV/Å.

Summary:
Spin multiplicity: 1
SMILES: C/C=C(\C)C[C@@H](C)N.O
LUMO level (hartree): 0.03144
Total energy (Eh): -406.85983
ΔE to the lowest compared entry with this formula, charge and spin (kJ/mol): 185.1
Frontier orbital gap (eV): 9.76

=====

# 3
A cluster of 4 separate species, C28H54FNO11P2 in total at a distorted geometry. Source: OMol25; level of theory: wB97M-V/def2-TZVPD.

Structure (XYZ):
```
97
Properties=species:S:1:pos:R:3:forces:R:3:mulliken_charge:R:1
C -0.1524 -4.6882 -1.1197 0.262 0.439 -0.467 -0.7061
C 1.3169 -4.0989 -1.4238 2.166 0.255 0.013 0.6304
C 2.4949 -4.8882 -0.7475 0.873 2.952 -2.135 -0.6309
C 3.9615 -4.4626 -0.9720 -3.814 2.025 -1.776 -0.6229
C 4.1968 -3.2301 -1.9013 -2.467 -0.928 0.717 -0.4100
C 3.0542 -2.4291 -2.5560 -1.270 -3.055 2.184 -0.5656
C 1.5592 -2.8353 -2.3258 2.925 -1.906 1.244 0.5679
C 0.3412 -2.0106 -3.0126 1.247 -1.415 0.367 -0.9032
C -0.5885 -1.4220 -1.8382 -0.058 -1.606 0.455 0.2011
C -2.0697 -2.0981 -1.8931 0.489 0.477 -0.234 -0.4746
C -3.1774 -1.1574 -2.5857 -0.974 -0.633 -0.123 -0.3384
C -4.3878 -0.6813 -1.6304 -0.254 1.377 -0.333 -0.9629
C -3.9744 -0.3519 -0.1161 -0.110 -2.324 0.169 0.5003
O -4.5649 0.8697 0.4269 1.114 -0.835 2.399 -0.4282
C -4.3178 0.7756 1.8416 -2.904 -1.710 2.629 0.3946
O -5.0558 0.0977 2.6278 3.041 2.673 -3.894 -0.5608
O -0.6400 0.0187 -1.7522 0.290 0.137 0.150 0.2815
C 0.6689 0.6249 -1.7244 1.645 -0.979 -1.445 -2.1050
C 0.7168 2.0981 -1.1111 -0.663 -1.749 -0.460 1.1806
O 1.8922 2.8800 -1.3905 -0.211 -1.711 -0.567 -0.1235
C 3.0886 2.1439 -1.6858 3.442 0.645 0.026 0.2522
C 4.2024 3.2943 -2.0272 -1.760 0.740 -0.793 -0.9896
C 4.4009 4.3528 -0.8407 1.521 -0.245 0.402 -0.5087
C 5.8089 4.1254 -0.0643 -0.396 0.994 0.453 -0.0877
F 6.9061 3.8330 -0.9538 -1.512 0.178 0.999 -0.3249
C 3.7233 1.3181 -0.4550 0.764 -0.766 0.423 -0.1400
C 5.1489 0.6219 -0.8402 0.679 0.818 1.155 -0.0998
C 5.7025 -0.1834 0.4561 -0.792 -2.622 0.380 0.0337
N 6.6331 0.4417 1.3952 -2.156 0.190 -0.660 -0.5209
O 5.3634 -1.3803 0.6381 1.090 3.575 -0.584 -0.5524
P -0.7099 3.1056 -1.9401 -0.156 2.460 0.965 -0.2595
C -0.5382 3.0879 -3.8226 0.230 -0.361 -0.583 -0.9705
C -2.4102 2.5760 -1.3381 -1.010 -1.025 0.242 -0.1689
P 0.5502 1.9776 0.7697 -1.831 1.498 3.913 0.8742
O -0.7649 2.4956 1.3556 2.433 -1.482 -1.794 -0.6970
O 1.7926 2.9632 1.4568 -1.254 -2.558 -0.825 -0.4529
O 0.8627 0.3955 1.3869 -0.315 2.074 -1.867 -0.5515
H -0.7657 -4.7592 -2.0877 0.950 0.134 1.341 0.1743
H -0.7482 -3.9980 -0.4086 1.022 -1.191 -1.027 -0.0039
H -0.1103 -5.7558 -0.6912 0.156 1.779 -0.524 0.4398
H 2.2446 -5.7898 -0.0762 0.402 1.634 -1.253 0.2525
H 4.7888 -5.0467 -0.4556 -1.125 1.110 -0.953 0.3338
H 5.2751 -2.9088 -2.0742 -1.714 -0.412 0.230 0.3067
H 3.2408 -1.5369 -3.2360 -0.029 -1.342 1.045 0.3063
H 0.7701 -1.2350 -3.7291 -0.547 -0.893 1.112 0.3414
H -0.1935 -2.7926 -3.6758 0.495 1.437 1.154 0.5440
H -0.1212 -1.7932 -0.8428 -0.510 0.524 -1.517 0.2747
H -2.3102 -2.4360 -0.8237 -0.114 0.729 -1.688 -0.1625
H -1.9957 -3.0675 -2.5170 0.001 1.682 1.084 0.3615
H -2.7679 -0.2263 -3.0992 -0.106 -1.352 0.885 0.0975
H -3.6618 -1.7928 -3.4231 0.727 1.127 1.289 0.3216
H -5.2936 -1.3965 -1.6869 1.678 0.979 0.396 0.3319
H -4.7793 0.3126 -2.0795 0.575 -1.527 0.732 0.3152
H -4.3857 -1.2177 0.5289 0.697 1.424 -1.084 -0.0984
H -2.8423 -0.3395 0.0798 -1.447 0.117 -0.668 0.0835
H -3.4553 1.3522 2.3504 -0.982 -0.519 -1.583 0.3904
H 1.3846 -0.1382 -1.2461 -0.771 1.248 -0.418 0.3618
H 1.0170 0.7115 -2.8273 -0.383 0.094 1.714 0.0968
H 3.0597 1.5310 -2.6681 -0.429 0.633 1.766 -0.0188
H 3.7294 3.8824 -2.9065 0.794 -0.931 1.315 0.5157
H 5.1657 2.8476 -2.4433 -1.313 0.599 0.878 0.4385
H 3.5949 4.2570 -0.0285 0.994 0.191 -1.362 0.1911
H 4.4222 5.4365 -1.2402 -0.176 -1.860 0.561 0.3651
H 5.7410 3.3050 0.7342 0.186 0.931 -1.402 -0.1219
H 6.0994 5.0974 0.4913 -0.431 -1.559 -0.938 0.3594
H 3.0685 0.4755 -0.0545 0.655 1.110 -0.615 0.4297
H 3.9692 1.9849 0.4572 -0.783 -0.755 -1.662 0.0228
H 5.0502 -0.0875 -1.7286 0.218 0.850 1.398 0.1925
H 5.9521 1.4318 -1.0348 -1.412 -1.269 -0.012 0.2817
H 6.3794 1.4240 1.5887 0.443 -0.579 -0.521 0.2722
H 6.6157 -0.0392 2.3085 0.011 -0.082 -0.929 0.3159
H 0.3212 3.8010 -4.1064 -1.252 -1.209 0.613 0.3046
H -1.4961 3.5840 -4.2380 1.423 -1.005 0.758 0.3929
H -0.3510 2.0643 -4.2919 -0.442 1.359 0.369 0.2418
H -3.1520 2.4563 -2.2161 1.289 -0.054 1.271 0.3725
H -2.8633 3.3754 -0.6555 1.013 -0.982 -1.016 0.4126
H -2.3610 1.6136 -0.7099 -0.170 1.523 -1.260 -0.3932
H 1.9657 2.6567 2.3791 -0.356 0.230 -0.877 0.3189
H 0.2980 -0.2518 0.9025 0.422 0.587 0.462 0.3318
C -4.6228 2.2874 5.2579 0.139 0.172 -0.334 -0.3798
O -4.7575 3.6819 5.0210 0.010 0.193 -0.054 -0.5539
H -5.1950 2.0244 6.1464 0.033 0.238 -0.114 0.1711
H -5.0084 1.7280 4.4032 0.028 -0.215 0.195 0.1649
H -3.5694 2.0424 5.4201 -0.040 -0.245 0.084 0.2884
H -4.2427 3.8885 4.2309 -0.142 0.046 0.209 0.3053
C -3.3345 -4.7376 1.2247 -0.132 0.078 0.203 -0.7280
O -3.6886 -3.4758 0.6746 -0.047 0.121 0.041 -0.4256
H -2.7947 -5.3112 0.4706 -0.069 0.132 0.002 0.2110
H -2.6921 -4.5927 2.0969 0.027 -0.223 0.012 0.3146
H -4.2377 -5.2804 1.5134 0.134 -0.170 0.041 0.3129
H -4.1645 -2.9881 1.3599 0.097 -0.118 -0.149 0.2540
C -5.5899 -0.5661 7.5539 -0.078 -0.058 -0.262 -0.2498
O -5.0738 -1.5623 6.6839 0.045 -0.107 -0.164 -0.4955
H -5.2339 -0.7619 8.5657 0.011 -0.070 -0.139 0.2455
H -5.2421 0.4170 7.2333 -0.104 0.025 0.265 -0.0323
H -6.6825 -0.5991 7.5420 -0.017 0.183 0.181 0.2479
H -5.4035 -1.3655 5.7974 0.141 -0.084 0.173 0.2944
```
Positions in Å, forces in eV/Å.

Summary:
Spin multiplicity: 1
SMILES: Cc1ccccc1C[C@H](CCCCOC=O)OC[C@@](O[C@@H](CCCF)CCC(N)=O)(P(C)C)P(=O)(O)O.CO.CO.CO
LUMO level (hartree): 0.00720
Total energy (Eh): -2763.91919
Frontier orbital gap (eV): 8.04

=====

# 4
A structure of composition C4H9NO. Source: OMol25; level of theory: wB97M-V/def2-TZVPD.

Structure (XYZ):
```
15
Properties=species:S:1:pos:R:3:forces:R:3:mulliken_charge:R:1
C -1.7060 -0.5222 -0.2810 -0.316 -0.129 0.026 -1.3086
C -0.5064 1.2726 -0.0146 0.012 -0.012 0.068 0.0241
O -0.4144 1.6373 1.1614 -0.031 -0.073 -0.278 -0.6543
C 0.2267 0.1056 -0.4787 -0.373 -0.058 -0.019 -0.2766
C 2.0656 0.1467 -0.0190 0.564 -0.028 0.172 -0.8846
N 0.8947 -0.5552 0.5979 -0.190 -0.010 -0.029 -0.0259
H -2.2031 -0.3573 0.6789 0.097 0.009 -0.130 0.3484
H -2.3558 -0.2041 -1.1015 0.130 -0.014 0.106 0.3816
H -1.4887 -1.5912 -0.4039 0.040 0.160 0.006 0.3981
H -1.0448 1.8477 -0.7806 0.080 -0.071 0.102 0.3914
H 0.5624 -0.0678 1.4491 0.073 -0.063 -0.082 0.3492
H 0.2992 -0.2614 -1.4893 0.007 0.066 0.183 0.3783
H 2.5654 0.7685 0.7197 -0.053 -0.086 -0.093 0.2794
H 2.7117 -0.5776 -0.5117 -0.089 0.096 0.032 0.2964
H 0.8369 -1.5714 0.6777 0.049 0.212 -0.063 0.3030
```
Positions in Å, forces in eV/Å.

Summary:
Spin multiplicity: 1
LUMO level (hartree): 0.02454
Total energy (Eh): -287.60269
ΔE to the lowest compared entry with this formula, charge and spin (kJ/mol): 603.3
Frontier orbital gap (eV): 7.58